Record 1
Formula: C20H49BCuN3O14V2
Source: the OMol25 dataset
Level of theory: ωB97M-V/def2-TZVPD

<S²> = 2.04
DFT total energy = -151355.1407 eV
energy relative to the best compared isomer or geometry (same formula, charge and spin) = 0.0000 eV
F_max = 8.6 eV/Å
LUMO level (spin up / spin down) = -1.81 / -1.68 eV
multiplicity = 3

Last column: Mulliken spin population.
Cartesian coordinates (Å):
O -0.12 -0.52 -0.68  -0.015
V -0.67 -1.69 -2.50  1.225
O -2.18 -1.71 -2.82  -0.196
O 3.58 -1.21 0.14  0.004
H 1.32 -0.32 4.98  0.000
H -5.72 -0.59 -0.71  0.000
C 4.70 0.11 1.92  0.000
H 5.73 0.44 2.06  0.000
H -9.07 -1.59 -1.86  0.000
N 3.70 1.16 1.73  0.000
V 1.26 1.38 -3.35  1.101
O 2.80 1.60 -3.16  -0.179
C 0.56 1.13 3.68  0.000
C -2.96 0.45 0.94  -0.001
H 0.89 -2.68 0.96  0.003
C -8.03 -3.72 -0.61  0.000
H 2.03 -1.92 3.16  0.000
H -2.03 1.02 0.92  0.000
H 1.47 2.76 -4.78  0.021
H -2.84 -0.53 1.42  0.000
C 7.33 3.05 -0.04  0.000
C -5.39 1.15 -1.71  0.000
H 4.34 -0.40 2.81  0.000
C 4.81 -0.81 0.69  0.000
H -5.95 2.07 -1.89  0.000
O -3.63 0.36 -0.29  0.000
H 7.11 4.12 -0.08  0.000
C 1.53 -0.06 3.93  0.000
C -0.15 0.64 -1.20  -0.024
O 0.88 -3.90 2.61  0.000
H 2.15 -4.77 1.24  0.000
H -5.00 1.78 0.28  0.000
O -0.57 0.64 -2.41  -0.007
H -8.36 -1.13 -0.39  0.000
H -4.91 0.77 -2.62  0.000
H 2.76 -2.16 -1.47  0.000
C 3.84 2.04 0.54  0.000
C -7.23 -0.49 -2.11  0.000
H 7.99 2.65 -0.81  0.000
H 4.78 3.84 -0.04  0.000
H -8.87 -4.12 -1.20  0.000
C 0.07 2.85 2.08  -0.003
H 5.37 -1.70 1.03  0.000
H 3.75 1.43 -0.36  0.000
H -0.55 -0.93 2.26  0.001
H -8.44 -3.41 0.36  0.000
H 0.56 4.36 -4.80  -0.008
B 0.68 3.35 -4.27  0.049
H 5.53 -0.44 -0.06  0.000
H -0.26 2.73 -4.36  -0.001
H 0.53 1.77 4.57  0.000
H -0.44 0.73 3.50  0.000
C 1.31 -5.03 1.89  0.000
H 2.53 0.37 4.05  0.000
O 1.30 -0.94 -3.48  0.002
H 5.35 3.31 1.53  0.000
C -8.09 -1.48 -1.39  0.000
H -0.37 -2.12 3.66  -0.001
H -0.71 -3.17 1.43  0.001
C 0.06 -1.69 2.74  -0.008
O -7.39 -2.70 -1.32  0.000
N -6.27 0.12 -1.18  0.000
H -7.33 -4.52 -0.38  0.000
Cu 1.71 0.00 0.96  0.028
H -3.78 2.36 -0.84  0.000
H -7.75 0.37 -2.54  0.000
H -6.69 -0.92 -2.97  0.000
C 3.73 -2.05 -0.99  0.001
H 0.13 3.78 2.63  0.000
C 0.27 -2.89 1.84  0.004
O 6.12 2.30 -0.15  0.000
C 0.84 -0.99 -4.68  -0.007
H 0.53 -5.56 1.34  0.000
H 1.64 -5.75 2.63  0.000
H 2.97 2.69 0.69  0.000
H 4.17 -3.01 -0.69  0.000
H -3.68 0.91 1.63  0.000
H 4.41 -1.56 -1.69  0.000
O 0.93 0.20 -5.16  0.015
H 1.02 3.46 -3.20  -0.002
C 5.06 2.95 0.54  0.000
O -0.30 -1.59 -4.67  -0.010
H 0.26 2.98 1.01  0.001
N 1.40 -1.14 3.00  0.001
H -0.91 2.36 2.11  0.000
H 3.47 1.69 2.55  0.000
O 1.04 1.96 2.64  0.000
C -4.41 1.50 -0.60  0.000
O 0.96 1.27 -1.14  0.002
H 7.79 2.90 0.94  0.000

***

Record 2
Formula: C20H49F3N4O8
Source: the OMol25 dataset
Level of theory: ωB97M-V/def2-TZVPD

SMILES = FC(F)(F)COCCc1nncnn1.CCO.CCO.CCO.CCO.CCO.CCO.CCO
DFT total energy = -52023.0964 eV
F_max = 1.9 eV/Å
LUMO level = -1.04 eV
multiplicity = 1

Last column: Löwdin charge in e.
Cartesian coordinates (Å):
C -0.53 2.14 -2.59  -0.322
H -2.18 4.12 -1.89  0.050
N 1.18 -8.79 -0.31  0.090
H -1.71 8.25 3.72  0.073
C 0.50 -2.74 -0.35  -0.689
H 0.37 7.78 -4.48  0.078
H -1.16 2.87 -3.09  0.099
O -1.35 1.48 -1.62  -0.084
H -2.15 5.85 3.09  0.098
N 2.49 -6.85 -0.45  0.089
H 1.95 7.65 -3.68  0.048
O 3.90 6.58 -3.18  -0.101
C -1.49 -2.04 5.95  -0.092
C -0.15 -1.74 5.30  -0.313
O -1.99 5.06 -1.78  -0.092
H -0.61 -4.50 2.85  0.103
C -0.55 -3.84 -0.31  -0.094
C -2.87 6.42 3.70  -0.325
H 5.89 4.78 -3.51  0.072
H 5.13 3.92 -4.86  0.074
C 0.04 1.16 -3.59  -0.085
H -0.60 -2.49 3.56  0.069
H -0.76 0.62 -4.10  0.078
N 0.34 -8.17 0.50  0.121
C 0.87 -12.09 0.16  -0.344
C -0.22 -4.75 1.88  -0.198
H 0.65 0.41 -3.08  0.066
H -1.52 -3.07 6.30  0.074
H 0.40 -13.39 1.83  0.072
H 0.93 8.50 -1.56  0.109
O 0.11 -2.62 4.21  -0.096
H -3.50 7.51 2.21  0.080
H -1.31 -6.55 1.51  0.124
H 0.39 -14.19 0.25  0.071
C -0.30 -6.26 1.78  -0.085
C -3.49 5.07 0.14  -0.083
H -0.80 0.83 -1.16  0.072
O 1.53 -12.15 -1.10  -0.096
H -0.16 -11.74 0.02  0.106
H -1.37 -3.47 -0.90  0.138
H 0.68 9.66 -2.87  0.109
H -0.11 -6.70 2.75  0.126
H 4.74 6.39 -5.06  0.110
H 0.65 1.67 -4.33  0.074
C 2.20 -8.09 -0.74  -0.202
C 4.93 4.53 -3.98  -0.093
C 0.90 -13.44 0.85  -0.097
H 4.36 3.94 -3.26  0.075
C 0.64 -6.92 0.82  -0.354
H -3.99 5.56 -1.91  0.114
H -1.21 7.75 -2.00  0.049
C 0.43 8.66 -2.52  -0.314
H -2.30 -1.91 5.23  0.073
H 0.27 2.68 -2.07  0.116
H -2.88 8.12 5.03  0.075
F 1.69 -3.20 -0.63  0.169
H -3.33 5.74 4.41  0.112
N 1.67 -6.24 0.40  0.119
H 1.92 -13.78 1.00  0.074
O -3.91 6.91 2.85  -0.094
F 0.57 -2.07 0.77  0.189
F 0.20 -1.88 -1.31  0.139
H 0.79 -4.36 1.87  0.119
H 0.66 -1.89 6.02  0.111
O -1.08 -4.07 0.97  -0.098
H -4.36 5.55 0.58  0.071
H -0.11 -0.71 4.95  0.110
C 0.87 7.62 -3.52  -0.090
H 2.87 -8.59 -1.40  0.107
H -2.93 6.74 -1.12  0.100
H 0.60 6.61 -3.18  0.074
H -1.67 -1.38 6.80  0.073
H -3.68 4.00 0.04  0.078
C -3.15 5.67 -1.22  -0.304
H 3.21 5.54 -4.78  0.109
C 4.17 5.79 -4.34  -0.319
H 1.07 -12.79 -1.64  0.077
C -2.16 7.55 4.43  -0.093
O -0.99 8.63 -2.32  -0.091
H 1.39 -11.34 0.76  0.092
H 4.74 6.82 -2.78  0.085
H -1.38 7.17 5.08  0.073
H -0.20 -4.73 -0.81  0.128
H -2.64 5.19 0.82  0.065

***

Record 3
Formula: C20H50F2N7O16S2
Source: the OMol25 dataset
Level of theory: ωB97M-V/def2-TZVPD

DFT total energy = -91812.2776 eV
energy relative to the best compared isomer or geometry (same formula, charge and spin) = 5.5104 eV
F_max = 7.0 eV/Å
LUMO level = -8.83 eV
net charge = +3
multiplicity = 1

Last column: Löwdin charge in e.
Cartesian coordinates (Å):
H 3.05 1.32 3.13  0.026
N 2.45 2.92 -4.02  0.086
O -0.31 -1.05 4.24  0.201
H 2.37 3.92 -4.25  0.190
H 7.07 -2.62 3.71  0.114
C -3.34 3.03 -1.11  -0.396
S 1.01 1.56 1.22  0.576
H 4.39 0.70 -3.72  0.096
H 1.00 1.37 -3.86  0.078
O -0.03 -1.24 0.16  -0.290
H -3.82 -0.84 -2.84  0.107
O 2.92 1.79 3.95  0.031
C -1.16 1.09 4.77  0.050
H -1.52 0.13 1.95  0.092
H 3.05 -4.72 2.40  0.101
H -5.31 2.40 -1.57  0.092
H -5.95 -4.22 -2.97  0.194
H -1.09 -3.70 -2.41  0.175
C -4.82 3.05 -0.84  0.035
H 2.15 -3.30 2.01  0.080
S -0.16 0.14 -0.27  0.465
O 3.89 3.60 -2.29  0.255
N -2.00 -0.36 2.74  0.065
O -6.16 -1.36 -2.62  0.223
N -0.20 -3.50 -2.87  0.121
C -1.11 -0.22 3.99  -0.374
H -0.24 1.67 4.64  0.103
H 4.98 -1.28 3.63  0.110
H -2.19 5.37 -0.06  0.119
H 5.91 -3.70 4.43  0.107
C -5.35 -2.20 -2.51  -0.376
O 1.47 2.66 0.43  -0.213
C -1.49 4.53 -0.06  0.035
C 3.66 2.76 -3.07  -0.354
O 3.44 -3.06 4.54  0.205
H -1.80 2.42 0.25  0.084
H 0.43 3.01 -4.08  0.116
O 3.71 1.53 6.03  0.026
H -0.91 4.45 -0.97  0.080
H -0.79 4.48 0.77  0.091
H -4.80 -4.02 -1.84  0.161
H 2.11 4.37 0.92  0.011
O -2.81 2.89 -2.16  0.164
H -7.74 -3.27 -1.55  0.116
O 1.85 0.52 1.72  -0.214
H -2.68 0.36 3.01  0.161
N -2.39 3.26 0.06  0.066
H 2.68 2.54 -4.93  0.178
H -5.28 4.04 -0.90  0.115
O -0.95 -1.29 -3.11  0.153
H -3.21 -1.93 3.39  0.117
O 0.53 0.63 -1.43  -0.272
H -0.17 -4.10 -3.70  0.191
H 0.90 2.80 -2.54  0.107
C 1.53 6.01 0.75  -0.807
H 3.00 0.83 -2.61  0.060
C 1.19 -1.77 -4.13  0.049
F -1.62 -0.02 -0.93  -0.221
H -5.06 2.52 0.09  0.085
H 5.12 -2.01 2.17  0.153
H 6.20 -3.86 2.65  0.098
O 0.74 5.53 -0.13  -0.146
H 1.87 -3.83 -2.65  0.106
N -5.70 -3.65 -2.15  0.102
C 3.74 -2.92 3.40  -0.413
H 1.37 -2.65 -4.76  0.104
O 1.50 7.18 1.17  0.011
C 6.17 -3.19 3.51  0.072
H 4.63 1.23 -2.04  0.108
O 4.66 0.42 4.38  -0.106
F 0.50 2.37 2.51  -0.143
O 2.48 5.18 1.25  0.069
H 2.04 -1.60 -3.47  0.096
N -0.61 1.20 0.80  -0.291
H 3.83 -3.52 1.34  0.075
H -3.19 -2.40 -3.20  0.075
H -1.68 -2.43 2.43  0.101
C -0.09 -2.08 -3.33  -0.384
C 3.16 -3.65 2.19  0.030
H -3.06 -1.74 1.64  0.082
N 5.02 -2.20 3.16  0.096
H -6.55 -3.14 -0.25  0.107
H -6.99 -4.75 -0.85  0.113
H -3.51 -1.67 -1.52  0.090
C 1.02 -3.74 -1.97  0.043
H -2.84 3.40 0.97  0.161
H 1.06 -0.92 -4.80  0.099
H 1.16 -2.96 -1.23  0.094
H 1.05 -4.74 -1.54  0.117
H -1.17 0.88 5.84  0.121
C -2.51 -1.74 2.58  0.015
H -1.94 1.77 4.45  0.088
C 1.13 2.38 -3.51  0.012
C -3.86 -1.88 -2.53  0.009
C 3.96 1.27 -2.90  0.035
C 3.83 1.27 4.83  -0.799
C -6.84 -3.70 -1.13  0.056

***

Record 4
Formula: C20H50KO22S5V
Source: the OMol25 dataset
Level of theory: ωB97M-V/def2-TZVPD

DFT total energy = -162786.7132 eV
F_max = 1.8 eV/Å
LUMO level = -0.87 eV
multiplicity = 1

Last column: Löwdin charge in e.
Cartesian coordinates (Å):
H -2.57 -1.06 -1.59  0.062
H 0.72 0.63 0.53  0.065
H 2.58 -3.55 -5.81  0.095
C -3.22 -0.22 -1.87  -0.112
H 5.90 1.15 4.91  0.083
H -0.72 1.30 -2.48  0.071
H 2.95 -2.77 1.44  0.047
H 1.15 4.94 3.74  0.122
H 0.44 4.60 -0.92  0.068
H -0.08 3.10 0.07  0.061
H -3.74 -2.51 3.81  0.079
H 3.42 -2.52 3.20  0.070
O 0.54 6.30 1.34  -0.273
O 4.55 -0.02 3.05  -0.232
H -0.98 0.30 -0.04  0.077
H -0.40 -0.24 1.51  0.070
H -5.82 3.07 -3.05  0.082
H -4.36 -4.59 -0.80  0.078
O 1.37 1.94 -6.52  -0.264
O 2.93 -4.26 -2.81  -0.028
H 4.42 2.10 4.75  0.079
H -4.73 1.89 -3.85  0.072
C 0.90 1.20 -3.79  -0.247
H 0.98 -2.28 3.77  0.106
O -1.70 5.37 0.76  -0.257
O -5.33 -1.27 -0.77  -0.258
H 3.90 -2.55 -5.24  0.082
H 0.81 1.54 -1.63  0.061
C -5.72 2.05 -3.42  -0.070
C 1.10 4.16 -5.16  -0.114
H 4.78 1.10 6.22  0.085
O -3.93 0.30 0.57  -0.261
C -0.03 -4.00 2.95  -0.041
H -2.64 0.69 -1.81  0.048
H 4.41 -0.91 4.93  0.123
H 4.68 -2.63 1.99  0.084
O 1.83 -4.30 -0.08  -0.347
S -1.95 -1.18 4.54  0.585
C 4.14 0.02 4.42  -0.275
S -4.51 -0.12 -0.66  0.562
C 2.70 -3.40 -3.69  -0.706
H 0.04 3.95 -5.14  0.077
C -3.34 -4.33 -1.05  -0.178
C -3.23 -1.65 3.38  -0.093
O 1.55 -1.44 -0.68  -0.145
O 3.43 3.12 -5.77  -0.256
H -2.84 -5.25 -1.40  0.075
V 1.30 -3.55 -1.40  0.953
H 1.63 3.83 2.48  0.103
H 1.46 4.52 -4.20  0.071
H -0.97 -4.26 2.47  0.082
S 3.50 -0.56 1.98  0.586
H -7.15 1.13 -2.10  0.127
O -1.23 -0.06 4.01  -0.288
H 0.17 -4.70 3.76  0.083
H -3.66 -0.42 -2.84  0.074
C 0.26 1.77 -2.54  -0.047
H -3.35 -3.68 -1.94  0.072
O -0.40 4.35 2.49  -0.249
H 0.76 -4.10 2.21  0.057
H -0.39 2.95 4.54  0.089
C -0.03 -2.56 3.46  -0.275
H -0.26 -1.92 2.61  0.081
C 3.34 -3.47 -5.04  0.019
O 1.95 -2.43 -3.37  -0.111
H -6.39 1.93 -4.27  0.084
C 0.44 4.05 0.02  -0.124
H -1.98 -3.18 -0.13  0.018
H 1.18 0.16 -3.63  0.102
H 1.47 3.99 0.36  0.063
H 1.32 4.95 -5.87  0.078
K 3.77 -0.24 -2.10  0.879
O -0.37 -2.34 -0.33  -0.042
O 4.02 -0.18 0.70  -0.355
O 0.22 -4.41 -2.14  -0.289
S 2.08 2.73 -5.57  0.577
H 3.99 -4.34 -5.12  0.087
C 4.83 1.16 5.13  -0.058
O 2.19 -0.16 2.37  -0.265
H 0.11 2.85 -2.56  0.070
C 0.82 4.06 3.19  -0.263
H -3.89 -0.79 3.34  0.073
C -6.11 1.01 -2.39  -0.272
C 0.39 -1.34 -0.19  -0.635
H -2.75 -1.96 2.46  0.061
H 3.06 0.08 4.54  0.113
O -2.48 -1.12 5.86  -0.267
O 2.07 1.95 -4.17  -0.279
O -1.01 -2.47 4.50  -0.238
H 0.53 1.93 3.46  0.057
H -6.04 0.02 -2.84  0.115
O -5.30 1.14 -1.22  -0.249
O -2.76 -3.71 0.07  -0.132
S -0.34 5.20 1.14  0.570
C 3.64 -2.33 2.15  -0.081
H 1.32 2.80 4.86  0.080
C 0.59 2.84 4.06  -0.052
H 0.18 1.16 -4.60  0.122
C -0.09 -0.08 0.47  0.020

***

Record 5
Formula: C20H50O6P2SeSi2V
Source: the OMol25 dataset
Level of theory: ωB97M-V/def2-TZVPD

<S²> = 0.78
DFT total energy = -159196.0441 eV
energy relative to the best compared isomer or geometry (same formula, charge and spin) = 0.4982 eV
F_max = 4.9 eV/Å
LUMO level (spin up / spin down) = -6.43 / -6.16 eV
net charge = +2
multiplicity = 2

Last column: Mulliken spin population.
Cartesian coordinates (Å):
H -3.77 0.97 0.74  0.000
V 0.21 -0.42 0.18  1.114
H -1.86 4.31 -0.88  0.000
H -2.17 -1.69 -3.14  -0.001
H 4.24 -4.99 -2.03  0.000
H -1.06 1.19 -1.26  -0.002
H -2.11 -4.47 -4.41  0.000
H -1.97 1.31 4.49  0.000
H -0.17 -3.27 2.33  -0.003
C -0.71 -1.73 5.16  0.000
O 0.48 -3.25 -0.34  -0.037
H -1.67 -1.79 4.63  -0.001
C -1.08 1.42 5.12  -0.001
Se 0.32 -0.23 2.30  -0.052
H -0.05 -2.51 4.77  0.000
H 6.18 -3.30 -1.61  0.000
H 3.70 -4.66 -0.38  0.000
H -3.29 4.32 0.15  -0.001
O -1.21 -3.30 -2.18  0.003
H 2.23 1.10 4.78  0.000
H 3.14 2.34 -3.44  0.000
H -3.18 3.17 -1.17  0.000
C 5.48 -2.69 -1.04  0.000
H 5.78 -1.65 -1.12  0.000
C 3.57 2.19 -2.45  0.002
H -0.04 -5.71 -1.20  0.000
H 2.12 0.20 6.29  -0.001
C -3.61 -3.14 -2.49  0.000
C 0.24 -4.17 1.90  0.005
C -2.03 -3.39 -4.45  0.000
H -0.89 -1.93 6.21  -0.001
O 1.95 0.04 -0.29  0.007
C -2.60 3.67 -0.39  -0.003
H 2.80 2.33 -1.70  0.001
C -0.55 1.44 -0.31  -0.084
H -1.41 1.50 6.16  -0.001
H 1.32 -5.79 -0.05  0.000
H 4.34 2.94 -2.29  0.000
P -0.34 -2.35 -1.32  0.042
O -1.17 -1.32 -0.58  -0.026
P 2.34 -0.88 -1.40  0.020
C 1.88 0.17 5.23  -0.003
H -1.34 3.87 2.79  0.000
H 2.58 -4.46 -1.75  0.000
C -2.27 -2.78 -3.09  -0.001
H 0.32 2.06 -0.54  0.010
C 0.24 -5.65 -0.15  0.001
C 4.19 0.81 -2.35  -0.001
C -3.05 1.26 1.51  0.000
O 3.17 -2.04 -0.78  0.012
H -2.78 -3.01 -5.15  0.000
H -0.11 -5.03 2.47  0.000
H -0.59 2.35 4.85  0.000
H 5.54 -2.99 0.01  0.000
C 3.61 -4.34 -1.42  0.000
Si 0.05 -0.04 4.91  -0.012
H 2.43 -0.65 4.77  0.000
C -0.72 3.40 2.02  0.005
O 3.12 -0.20 -2.56  0.000
H -0.26 -6.46 0.38  0.000
H 4.59 0.65 -1.35  0.000
H 1.33 -4.13 1.97  -0.001
C 4.08 -2.91 -1.57  0.001
H -1.26 -4.20 0.36  -0.001
H -0.19 4.20 1.51  0.000
H -3.72 -2.71 -1.49  0.000
H 6.07 1.25 -3.26  0.000
H 1.32 -2.29 -3.06  0.011
H -2.58 0.36 1.89  0.000
H -1.04 -3.13 -4.84  0.000
H 5.64 -0.46 -3.32  0.000
H -4.40 -2.74 -3.12  0.000
H 0.48 -0.73 -2.90  0.008
H -3.62 1.72 2.32  0.001
Si -1.77 2.45 0.77  -0.009
H 0.01 2.76 2.50  -0.004
H -3.72 -4.22 -2.42  0.000
C -0.18 -4.33 0.46  0.001
C 5.25 0.55 -3.40  0.000
H 4.02 -2.60 -2.61  0.000
C 0.93 -1.56 -2.34  0.003
H 4.83 0.69 -4.39  0.000